Entry 1:
C5H7NO | wB97M-V/def2-TZVPD

Computed properties:
DFT total energy ... -324.66609 Ha
Highest occupied orbital energy ... -7.64 eV
Gap between HOMO and LUMO ... 8.56 eV
SMILES string ... C=C1CC(N)=CO1

The geometry in XYZ format:
```
14
Properties=species:S:1:pos:R:3:forces:R:3:mulliken_charge:R:1
C 0.3649 2.4601 -0.4866 0.12 0.07 0.13 -0.99
C 0.1816 1.2304 -0.0225 -0.21 0.08 -0.30 0.50
C -0.0521 -0.0271 -0.8271 0.34 -0.19 0.30 -0.41
C -0.1593 -1.0820 0.2614 -0.10 0.33 -0.10 0.21
N -0.3578 -2.4449 -0.0151 0.09 0.08 0.06 -0.51
C -0.1825 -0.4357 1.4234 -0.04 -0.16 0.07 -0.41
O -0.0541 0.9479 1.3026 0.19 0.10 0.06 -0.41
H 0.4991 2.6382 -1.5504 -0.03 -0.14 0.25 0.26
H 0.3460 3.3144 0.1768 0.11 -0.05 0.00 0.29
H -1.0082 0.1795 -1.2892 -0.39 -0.57 -0.43 0.21
H 0.6834 -0.2511 -1.6095 -0.07 0.18 0.23 0.38
H 0.2794 -2.8092 -0.7138 -0.08 0.12 0.05 0.24
H -0.3122 -3.0296 0.8118 -0.03 0.13 -0.12 0.25
H -0.3320 -0.7840 2.4378 0.10 0.02 -0.19 0.40
```
Forces are in eV/Å.

Entry 2:
C5H7NO | wB97M-V/def2-TZVPD

Computed properties:
DFT total energy ... -324.60706 Ha
Highest occupied orbital energy ... -9.51 eV
Gap between HOMO and LUMO ... 10.56 eV

The geometry in XYZ format:
```
14
Properties=species:S:1:pos:R:3:forces:R:3:mulliken_charge:R:1
C -2.4570 0.7573 -0.0053 -0.11 0.08 0.03 -0.77
N -1.5444 -0.3755 -0.1099 0.12 0.00 -0.14 -0.53
C -0.3169 -0.1682 -0.1141 -0.01 -0.39 -0.12 0.69
O 0.3704 1.0451 0.0285 -0.08 -0.07 -0.02 -0.39
C 1.5852 0.3580 -0.2754 0.16 0.28 -0.43 -0.03
C 1.9428 -0.6766 0.7087 -0.57 -0.89 0.11 -0.68
C 0.9340 -0.9725 -0.4181 0.01 -0.27 -0.51 -0.38
H -3.2670 0.6143 -0.7277 0.14 0.00 0.11 0.29
H -2.9158 0.7752 0.9883 0.09 -0.03 -0.09 0.27
H -1.9926 1.7350 -0.1906 0.02 -0.22 0.06 0.29
H 2.2769 0.7714 -1.0004 0.02 0.29 0.44 0.32
H 1.3578 -1.0254 1.5471 0.70 1.31 1.12 0.26
H 2.9726 -1.0100 0.6337 -0.31 -0.45 -0.19 0.28
H 1.0542 -1.8281 -1.0649 -0.18 0.37 -0.37 0.38
```
Forces are in eV/Å.

Entry 3:
C5H7NO | wB97M-V/def2-TZVPD

Computed properties:
DFT total energy ... -324.64980 Ha
Highest occupied orbital energy ... -9.64 eV
Gap between HOMO and LUMO ... 10.55 eV
SMILES string ... C#CCCNC=O

The geometry in XYZ format:
```
14
Properties=species:S:1:pos:R:3:forces:R:3:mulliken_charge:R:1
C -1.2546 -1.5568 -0.0170 -0.09 0.03 0.47 0.00
C -0.7123 -0.8480 0.7888 -0.21 -0.30 -0.28 -0.30
C 0.1416 0.0911 1.5050 0.14 0.10 -0.11 -0.52
C 1.0717 0.8228 0.4623 -0.02 0.14 0.15 -0.62
N 1.2836 0.0854 -0.7636 -0.10 -0.08 -0.07 -0.24
C 0.3193 0.1395 -1.7387 0.02 0.16 -0.06 -0.06
O -0.5292 1.0005 -1.8237 0.29 -0.18 -0.01 -0.54
H -1.7695 -2.1608 -0.7281 -0.01 0.02 0.14 0.37
H 0.7285 -0.4377 2.2672 -0.02 0.05 -0.24 0.31
H -0.4595 0.8326 2.0466 0.12 -0.12 -0.18 0.29
H 0.6040 1.7598 0.1574 0.05 -0.07 0.17 0.30
H 2.0418 1.0402 0.9166 -0.17 0.02 -0.01 0.32
H 1.8040 -0.7782 -0.7077 -0.10 0.09 -0.03 0.28
H 0.4036 -0.6807 -2.4770 0.11 0.15 0.07 0.41
```
Forces are in eV/Å.

Entry 4:
C5H7NO | wB97M-V/def2-TZVPD

Computed properties:
DFT total energy ... -324.58835 Ha
Highest occupied orbital energy ... -9.73 eV
Gap between HOMO and LUMO ... 10.48 eV
SMILES string ... [H]/N=C\CC#C.C=O

The geometry in XYZ format:
```
14
Properties=species:S:1:pos:R:3:forces:R:3:mulliken_charge:R:1
H 0.0350 -0.6057 -1.3775 -0.18 0.07 -0.06 0.21
N 0.3819 0.3504 -1.2586 -0.45 0.06 0.24 -0.73
C -0.1855 0.9251 -0.2834 0.02 -0.01 -0.35 -0.21
C -1.2973 0.3841 0.5906 -0.07 -0.02 -0.04 -0.41
C -1.6467 -1.0005 0.2797 -0.18 -0.50 -0.12 -0.71
C -1.9119 -2.1341 -0.0266 0.09 0.47 0.14 0.34
H 0.1523 1.9347 -0.0221 -0.15 -0.10 -0.11 0.53
H -1.0290 0.4903 1.6503 0.01 -0.01 -0.18 0.29
H -2.1631 1.0378 0.4291 0.00 -0.10 0.09 0.28
H -2.1751 -3.1362 -0.2858 0.07 0.16 0.05 0.41
C 2.4615 0.4408 0.0659 0.39 0.18 0.14 0.00
O 3.1108 1.3384 -0.3979 -0.09 -0.38 0.29 -0.44
H 2.4674 -0.5988 -0.3152 0.19 0.15 -0.08 0.23
H 1.7996 0.5736 0.9516 0.35 0.06 0.00 0.20
```
Forces are in eV/Å.

Short version: energy above the lowest of the compared OMol25 structures with the same formula, charge and spin = 1.5884; 3.1947; 2.0319; 3.7039 eV, in the order given.